Formula: C56H96O28
Source: OMol25
Level of theory: ωB97M-V with the def2-TZVPD basis set

The geometry in XYZ format:
```
180
C56H96O28 (ωB97M-V with the def2-TZVPD basis set)
C 8.71 17.43 19.36
O 8.66 16.36 18.34
C 8.29 15.16 18.89
C 8.83 13.95 18.00
O 10.19 13.97 17.91
C 10.69 14.22 16.62
H 8.76 18.40 18.74
H 9.72 17.31 19.91
H 7.83 17.31 20.08
H 7.18 15.03 18.97
H 8.62 15.09 19.90
H 8.35 13.89 17.04
H 8.53 13.03 18.55
H 11.75 14.35 16.73
H 10.22 15.15 16.18
H 10.54 13.32 15.93
C 16.57 8.26 21.27
O 17.78 8.87 20.93
C 18.48 8.40 19.81
C 17.73 8.30 18.55
O 17.46 9.67 18.07
C 16.84 9.71 16.74
H 15.74 8.38 20.54
H 16.31 8.71 22.23
H 16.60 7.19 21.49
H 19.00 7.41 20.06
H 19.33 9.07 19.58
H 16.80 7.81 18.63
H 18.33 7.66 17.79
H 17.73 9.75 16.01
H 16.30 10.66 16.65
H 16.19 8.90 16.48
C 16.36 17.67 15.54
O 17.15 17.07 14.47
C 17.76 15.84 14.96
C 19.12 15.50 14.45
O 20.07 16.58 14.63
C 20.71 16.52 15.87
H 15.76 18.49 15.14
H 17.07 18.06 16.25
H 15.72 16.86 15.91
H 17.08 15.04 14.81
H 17.84 15.86 16.07
H 19.07 15.32 13.39
H 19.46 14.59 15.00
H 21.27 15.57 16.12
H 19.95 16.67 16.65
H 21.45 17.26 15.90
O 10.37 9.59 14.55
C 11.02 9.92 15.50
O 10.78 11.00 16.23
C 11.85 11.19 17.14
C 12.28 9.72 17.39
C 12.19 9.15 16.07
H 11.53 11.75 18.07
H 12.66 11.77 16.78
H 11.56 9.28 18.12
H 13.28 9.60 17.90
H 12.01 8.08 15.89
H 13.01 9.34 15.37
O 16.03 13.44 17.13
C 16.88 13.41 17.94
O 18.10 14.03 17.88
C 19.04 13.36 18.80
C 18.15 12.98 19.93
C 16.82 12.67 19.23
H 19.72 14.14 19.07
H 19.35 12.41 18.34
H 17.97 13.83 20.61
H 18.50 12.09 20.52
H 15.92 13.00 19.73
H 16.72 11.62 18.96
O 13.08 16.98 13.81
C 11.99 17.41 13.91
O 11.33 17.31 15.10
C 10.01 17.94 14.97
C 10.02 18.79 13.70
C 11.07 18.00 12.89
H 9.71 18.54 15.84
H 9.29 17.06 14.91
H 10.30 19.81 13.85
H 8.99 18.80 13.28
H 11.58 18.51 12.08
H 10.60 17.18 12.41
O 18.23 10.63 12.36
C 18.43 11.53 11.59
O 18.47 12.79 12.05
C 18.83 13.64 10.98
C 18.46 12.86 9.65
C 18.76 11.40 10.05
H 19.93 13.73 11.03
H 18.33 14.63 11.08
H 19.04 13.23 8.77
H 17.42 13.10 9.37
H 19.87 11.24 9.97
H 18.21 10.54 9.60
O 15.92 17.69 19.73
C 15.17 17.00 19.07
O 14.87 15.75 19.37
C 13.60 15.47 18.73
C 13.54 16.40 17.49
C 14.21 17.61 18.07
H 12.84 15.74 19.38
H 13.57 14.41 18.52
H 12.55 16.48 17.09
H 14.01 15.93 16.61
H 13.59 18.36 18.50
H 14.71 18.14 17.32
O 13.95 17.62 8.69
C 13.57 16.54 8.96
O 12.60 16.49 9.90
C 12.62 15.17 10.52
C 13.23 14.27 9.42
C 14.21 15.19 8.82
H 11.61 15.03 10.90
H 13.26 15.29 11.37
H 12.37 14.16 8.72
H 13.51 13.33 9.86
H 14.39 14.92 7.78
H 15.14 15.26 9.47
O 16.16 15.59 11.27
C 16.45 16.72 11.42
O 17.76 17.10 11.35
C 17.90 18.51 11.62
C 16.52 19.07 12.01
C 15.59 17.92 11.53
H 18.26 19.05 10.72
H 18.68 18.66 12.44
H 16.25 20.02 11.60
H 16.39 19.05 13.07
H 15.12 18.08 10.56
H 14.79 17.72 12.24
O 15.31 11.79 10.49
C 14.68 10.98 11.09
O 13.34 10.98 11.15
C 12.89 9.94 12.06
C 13.98 8.95 12.11
C 15.17 9.70 11.70
H 12.01 9.52 11.58
H 12.56 10.26 13.03
H 13.81 8.00 11.60
H 14.14 8.57 13.12
H 15.69 9.24 10.88
H 15.95 9.84 12.38
O 14.81 10.43 14.58
C 14.77 11.61 14.41
O 13.55 12.23 14.52
C 13.78 13.63 14.17
C 15.10 13.70 13.35
C 15.81 12.60 14.02
H 13.77 14.27 15.02
H 12.89 13.96 13.61
H 15.54 14.68 13.47
H 14.97 13.47 12.31
H 16.28 12.95 14.92
H 16.54 12.09 13.41
O 10.22 15.05 13.36
C 9.80 13.92 13.29
O 8.65 13.58 13.84
C 8.38 12.16 13.57
C 9.33 11.82 12.41
C 10.47 12.73 12.68
H 7.32 12.08 13.35
H 8.53 11.57 14.46
H 8.86 11.99 11.42
H 9.67 10.80 12.54
H 11.02 13.04 11.81
H 11.19 12.36 13.41
O 22.19 9.42 17.40
C 21.66 10.34 16.82
O 22.31 11.46 16.50
C 21.46 12.47 15.85
C 20.05 11.85 15.62
C 20.22 10.46 16.37
H 21.90 12.73 14.88
H 21.48 13.32 16.51
H 19.73 11.65 14.63
H 19.25 12.48 16.08
H 20.01 9.62 15.70
H 19.56 10.45 17.22
```

=====

Formula: C57H105N12O17
Source: OMol25
Level of theory: ωB97M-V with the def2-TZVPD basis set

The geometry in XYZ format:
```
191
Properties=species:S:1:pos:R:3
C -4.16 1.32 3.19
C -4.37 0.96 1.72
N -5.25 -0.28 1.51
C -5.10 -1.51 2.17
C -6.00 -2.41 1.58
N -6.62 -1.70 0.59
C -6.12 -0.44 0.55
C -7.34 -2.28 -0.49
H -3.61 2.27 3.25
H -3.58 0.52 3.64
H -5.20 1.39 3.68
H -3.37 0.82 1.29
H -4.82 1.76 1.12
H -4.44 -1.63 2.97
H -6.01 -3.46 1.81
H -6.26 0.40 -0.14
H -8.03 -1.55 -0.88
H -7.91 -3.26 -0.22
H -6.61 -2.69 -1.26
C -0.46 4.19 2.77
C -1.03 3.47 1.54
N -1.04 4.46 0.40
C 0.00 5.32 0.17
C -0.23 6.00 -0.99
N -1.40 5.54 -1.52
C -1.86 4.58 -0.66
C -2.10 6.05 -2.70
H -0.62 3.48 3.61
H -0.96 5.17 2.88
H 0.59 4.40 2.70
H -2.04 3.09 1.66
H -0.36 2.56 1.34
H 0.91 5.41 0.74
H 0.35 6.78 -1.42
H -2.88 4.04 -0.71
H -2.24 5.28 -3.45
H -1.41 6.68 -3.22
H -3.04 6.56 -2.41
C 6.90 2.13 -1.44
C 5.68 1.24 -1.37
N 5.54 0.65 0.06
C 6.52 0.00 0.76
C 5.93 -0.50 1.92
N 4.62 -0.15 1.88
C 4.42 0.48 0.73
C 3.57 -0.58 2.77
H 6.91 2.41 -2.53
H 7.80 1.59 -1.16
H 6.93 3.03 -0.79
H 5.69 0.49 -2.07
H 4.70 1.72 -1.51
H 7.54 0.00 0.54
H 6.36 -1.07 2.66
H 3.45 0.95 0.59
H 2.57 -0.14 2.44
H 3.81 -0.26 3.76
H 3.53 -1.67 2.83
C 0.50 -2.48 2.27
C 0.40 -4.02 2.64
N -0.81 -4.58 1.99
C -2.01 -3.95 1.72
C -2.75 -4.89 1.01
N -1.95 -5.97 0.81
C -0.82 -5.77 1.46
C -2.24 -7.15 0.08
H 0.38 -1.79 3.01
H -0.28 -2.24 1.56
H 1.42 -2.32 1.66
H 0.28 -4.33 3.66
H 1.19 -4.57 2.17
H -2.26 -2.97 2.05
H -3.69 -4.80 0.49
H 0.09 -6.36 1.34
H -2.44 -8.04 0.68
H -1.36 -7.36 -0.49
H -3.11 -7.02 -0.57
C -1.69 -8.50 -3.47
C -2.44 -7.21 -3.55
N -1.43 -6.08 -3.59
C -0.22 -6.02 -4.19
C 0.36 -4.85 -3.82
N -0.59 -4.19 -3.09
C -1.69 -4.98 -2.92
C -0.27 -2.96 -2.26
H -2.39 -9.33 -3.44
H -1.11 -8.51 -2.51
H -1.09 -8.75 -4.32
H -2.99 -7.04 -2.62
H -3.05 -7.04 -4.44
H 0.18 -6.95 -4.58
H 1.28 -4.31 -4.00
H -2.51 -4.80 -2.25
H 0.06 -3.31 -1.23
H -1.12 -2.30 -2.22
H 0.53 -2.31 -2.68
C -2.29 1.60 -1.90
C -0.73 1.61 -1.85
C -0.13 1.64 -3.29
N 1.29 2.02 -3.34
C 2.13 0.98 -2.58
C 1.52 3.46 -2.73
C 2.89 3.77 -3.12
C 3.27 2.89 -4.29
C 1.90 2.25 -4.63
H -2.63 0.70 -2.43
H -2.62 2.45 -2.44
H -2.72 1.66 -0.88
H -0.33 0.70 -1.32
H -0.44 2.50 -1.28
H -0.66 2.38 -3.88
H -0.29 0.59 -3.79
H 3.07 0.91 -2.97
H 1.66 0.03 -2.63
H 2.19 1.30 -1.51
H 1.37 3.38 -1.68
H 0.78 4.04 -3.26
H 3.55 3.59 -2.24
H 2.98 4.83 -3.34
H 4.03 2.12 -4.22
H 3.60 3.55 -5.17
H 1.94 1.32 -5.23
H 1.26 2.94 -5.19
C 0.05 4.03 6.71
C 1.16 3.09 6.64
O 2.01 3.02 7.48
N 1.06 2.24 5.60
H 0.12 2.05 5.28
H 6.28 -0.80 10.42
C 2.08 1.23 5.28
H 0.28 4.93 7.24
H -0.70 3.53 7.35
H -0.44 4.26 5.70
H 2.46 1.05 6.30
H 2.82 1.69 4.58
H 1.63 0.35 4.79
C -5.84 3.84 -2.81
C -5.65 2.81 -1.62
O -4.60 3.05 -0.88
O -6.55 1.98 -1.40
H -4.96 3.91 -3.49
H -6.04 4.83 -2.42
H -6.67 3.56 -3.49
C 4.09 -1.84 -5.32
C 3.20 -1.60 -4.05
O 2.00 -1.44 -4.21
O 3.80 -1.56 -2.95
H 3.67 -2.56 -6.14
H 4.94 -2.32 -4.93
H 4.45 -0.91 -5.87
C 2.91 -5.15 -1.01
C 1.83 -6.11 -0.49
O 1.05 -6.66 -1.28
O 1.86 -6.40 0.74
H 3.93 -5.52 -0.80
H 2.84 -4.17 -0.58
H 2.81 -5.08 -2.05
C -1.21 -0.49 5.80
C -1.52 -0.19 4.31
O -1.05 0.87 3.89
O -2.10 -1.08 3.63
H -0.17 -0.77 5.86
H -1.93 -1.21 6.23
H -1.25 0.47 6.30
C 3.26 4.23 2.00
C 2.56 3.04 1.35
O 2.28 1.98 1.94
O 2.41 3.28 0.11
H 3.27 4.36 3.14
H 2.73 5.12 1.56
H 4.34 4.31 1.67
C -4.53 -3.13 -2.87
C -4.52 -4.13 -1.77
O -4.28 -5.34 -2.00
O -4.75 -3.65 -0.64
H -3.84 -3.37 -3.62
H -4.35 -2.17 -2.44
H -5.54 -3.19 -3.35
C -0.23 6.26 -6.73
C -0.06 5.56 -5.39
O -0.66 4.46 -5.28
O 0.56 6.14 -4.42
H -1.31 6.52 -6.72
H -0.07 5.63 -7.61
H 0.36 7.09 -6.98
C 4.47 1.09 8.51
C 5.68 0.38 9.12
O 6.78 0.43 8.66
O 5.44 -0.43 10.20
H 4.03 0.57 7.67
H 4.78 2.05 8.13
H 3.71 1.23 9.33
```

Its total charge is -1.

=====

Calculated lowest unoccupied orbital energy, 0.46 1.76 eV (same order as the records).
Calculated E_HOMO, -0.3488 -0.2279 hartree (same order as the records).
Calculated DFT total energy, -116956.0178 -113501.5013 eV (same order as the records).